[1]
Density functional theory data (ωB97M-V/def2-TZVPD) for C30H25N7O6V as an isolated structure at a distorted geometry.

Calculated values
2S+1: 3
<S²>: 2.012
Frontier orbital gap (alpha / beta) in eV: 7.63 / 7.66
HOMO (alpha / beta) in eV: -11.275 / -11.341
F_max in eV/Å: 1.419
Net charge: +1

```
69
Properties=species:S:1:pos:R:3:forces:R:3:lowdin_spin:R:1
V -0.744 -0.785 0.605 0.9 -1.0 0.4 1.893
O -0.146 3.977 -5.805 0.0 0.0 0.0 0.000
O 2.665 -0.240 -0.650 -0.1 0.2 0.0 0.002
O 0.423 -2.307 1.315 -0.4 0.4 0.2 0.021
O 1.947 4.478 -5.660 0.0 0.0 0.0 0.000
O 0.471 -0.607 -0.833 0.2 0.2 -0.1 0.020
O 1.935 -3.591 0.294 0.1 0.0 -0.1 -0.001
N -0.100 0.899 1.512 0.0 0.2 0.1 0.001
N -3.814 -1.352 -0.174 0.1 0.0 0.0 -0.002
N -2.287 -1.710 1.675 -0.1 -0.4 -0.3 -0.001
N -1.078 2.442 -0.085 0.0 -0.2 0.1 -0.002
N 0.967 3.840 -5.343 0.0 0.0 0.1 0.000
N 3.958 -2.121 0.853 0.2 0.1 0.3 0.000
N -2.121 0.307 -0.099 -0.3 0.2 0.2 -0.006
C -2.033 -2.429 2.785 0.1 0.0 0.1 0.007
C 1.497 2.961 2.415 0.0 0.1 0.0 0.010
C 0.088 1.947 -4.041 0.1 0.0 0.1 0.000
C -5.169 0.819 -2.043 0.0 0.1 0.0 0.001
C -3.271 -2.135 0.846 -0.3 0.2 -0.2 0.006
C -3.892 -3.370 1.050 -0.1 0.0 0.1 -0.001
C 0.668 3.146 1.337 0.0 0.0 0.1 -0.003
C 2.733 -1.859 1.687 0.2 0.1 -0.2 0.001
C 1.139 2.809 -4.290 0.0 0.1 -0.1 0.000
C -3.588 -4.109 2.166 0.0 0.0 0.1 0.005
C -3.474 3.097 -2.014 -0.1 -0.1 0.0 0.001
C -0.172 2.109 0.910 -0.1 0.2 -0.1 0.011
C -2.001 1.627 -0.456 -0.1 -0.1 -0.2 0.007
C -3.154 1.943 -1.327 0.2 0.2 0.1 0.000
C -3.335 -0.212 -0.503 0.0 0.3 -0.1 0.008
C 2.338 2.763 -3.604 0.0 -0.1 0.0 0.000
C 0.668 0.748 2.613 0.1 0.1 0.0 0.013
C 1.477 1.743 3.098 -0.1 -0.1 0.0 -0.003
C 1.616 -2.662 1.015 -0.1 -0.2 0.1 0.003
C 1.429 0.949 -2.310 0.2 0.2 0.1 0.000
C 2.478 1.815 -2.605 0.0 0.0 0.0 0.000
C -2.666 -3.607 3.086 0.0 0.0 -0.1 0.000
C 0.243 1.009 -3.035 -0.1 0.0 0.0 0.000
C -3.980 0.824 -1.343 -0.1 -0.2 0.0 0.000
C 1.581 -0.014 -1.173 -0.1 -0.3 -0.3 0.005
C -4.663 3.091 -2.738 0.0 0.0 0.0 0.001
C 3.096 -2.342 3.098 -0.1 0.0 0.0 0.000
C 4.320 -3.240 2.897 0.1 0.0 0.1 0.000
C 5.064 -2.564 1.757 0.0 0.1 -0.1 0.000
C -5.496 1.974 -2.749 0.0 0.0 0.0 0.000
H -0.822 2.025 -4.617 0.0 0.0 0.0 0.000
H 5.745 -3.202 1.199 0.0 0.0 0.1 0.000
H 2.259 -2.869 3.553 0.0 0.0 0.0 0.000
H -2.825 3.961 -1.990 0.0 0.0 0.0 0.000
H 4.023 -4.249 2.611 0.0 0.0 0.0 0.000
H 3.129 3.455 -3.854 0.0 0.0 0.0 0.000
H -4.950 3.970 -3.299 0.0 0.0 0.0 0.000
H -5.815 -0.047 -2.045 0.0 0.0 0.0 0.000
H -1.260 -2.030 3.429 0.0 0.0 0.0 0.001
H 0.609 4.085 0.807 0.0 0.0 0.0 0.000
H -6.415 2.009 -3.317 0.0 0.0 0.0 0.000
H 0.619 -0.225 3.089 0.0 0.0 -0.1 0.001
H -0.557 0.317 -2.811 0.0 0.0 0.0 0.000
H 4.163 -1.308 0.270 -0.1 -0.1 -0.1 0.000
H 4.939 -3.309 3.788 0.0 0.0 0.0 0.000
H 3.643 -2.892 0.242 -0.1 -0.2 -0.2 0.000
H 2.505 -0.804 1.610 0.0 0.0 0.1 0.000
H -4.643 -3.678 0.338 0.0 0.0 0.0 0.000
H -4.076 -5.059 2.337 0.0 0.0 0.0 0.000
H 2.067 1.579 3.987 0.0 0.0 0.0 0.000
H 3.348 -1.496 3.740 0.0 0.0 0.0 0.000
H 2.137 3.767 2.748 0.0 0.0 0.0 0.001
H 5.595 -1.673 2.090 0.0 0.0 0.0 0.000
H 3.395 1.747 -2.036 0.0 0.0 0.0 0.000
H -2.428 -4.134 3.997 0.0 0.0 0.0 0.000
```
Positions in Å, forces in eV/Å.

=====

[2]
Density functional theory data (ωB97M-V/def2-TZVPD) for one molecule with the formula C4H5NO.

Calculated values
2S+1: 1
Frontier orbital gap in eV: 10.77
HOMO in eV: -9.817
F_max in eV/Å: 0.553
Net charge: 0

```
11
Properties=species:S:1:pos:R:3:forces:R:3:mulliken_charge:R:1
O -1.804 1.539 -0.547 0.5 -0.2 -0.1 -0.482
N 1.194 0.317 1.206 -0.3 -0.3 0.3 -0.489
C -0.661 1.157 -0.625 -0.3 0.1 -0.1 -0.032
C 0.308 -0.485 1.584 0.4 0.2 0.0 -0.155
C 0.688 -0.727 0.209 0.0 -0.2 -0.2 -0.018
C -0.227 -0.265 -0.916 -0.1 0.0 0.0 -0.490
H -0.306 -0.679 2.455 0.1 0.0 -0.1 0.322
H 0.298 -0.268 -1.881 0.0 0.1 0.2 0.315
H 0.195 1.838 -0.447 -0.2 0.1 -0.1 0.363
H 1.414 -1.507 -0.020 -0.2 0.1 0.0 0.403
H -1.100 -0.919 -1.018 0.1 0.1 0.1 0.263
```
Positions in Å, forces in eV/Å.

=====

[3]
Density functional theory data (ωB97M-V/def2-TZVPD) for C22H24N7Ti as an isolated structure.

Calculated values
2S+1: 1
Frontier orbital gap in eV: 5.99
HOMO in eV: -17.544
F_max in eV/Å: 0.464
Net charge: +3

```
54
Properties=species:S:1:pos:R:3:forces:R:3:mulliken_charge:R:1
Ti 0.175 -0.429 -0.013 -0.1 0.2 -0.3 0.470
N -0.972 -1.382 -1.319 0.1 0.0 0.3 0.320
N 1.503 2.522 -0.596 0.0 0.0 0.0 -0.455
N -0.471 1.147 -0.775 0.3 -0.3 -0.2 0.277
N -1.159 -0.339 1.618 0.1 0.0 -0.1 -0.111
N -2.555 0.406 -1.657 0.0 0.0 0.0 -0.421
N -0.517 -1.620 1.636 0.0 0.0 -0.2 -0.158
N 2.003 0.179 -0.537 -0.3 0.0 0.1 0.272
C -0.345 -2.011 4.083 0.0 0.0 0.0 -1.482
C -3.138 -1.818 -2.231 0.1 0.0 -0.1 -0.598
C -1.909 2.780 -1.558 0.0 0.0 0.1 0.280
C 0.254 2.382 -0.819 -0.1 0.0 0.0 -0.051
C -2.976 3.491 -2.074 0.0 0.0 0.0 -0.308
C 1.371 -0.626 2.856 0.1 0.0 0.0 -1.566
C -2.791 -3.132 -2.434 0.0 0.0 0.0 -0.327
C -2.204 -0.914 -1.706 -0.1 0.0 0.0 0.419
C 4.688 0.768 -0.507 0.0 0.1 0.0 -0.401
C 0.443 -1.838 2.794 0.1 0.0 0.1 0.868
C -0.514 4.763 -1.415 0.0 0.0 0.0 -0.305
C -0.628 -2.688 -1.552 -0.1 0.0 0.0 -0.007
C 4.268 -0.564 -0.654 0.0 0.0 0.0 -0.806
C 2.928 -0.819 -0.658 0.1 0.0 0.1 -0.148
C -0.696 3.406 -1.235 0.0 0.0 0.0 0.334
C -1.597 5.486 -1.911 0.0 0.0 0.0 -0.644
C -1.495 -3.577 -2.109 0.0 0.0 -0.1 -0.893
C 1.210 -3.100 2.417 0.0 0.0 0.0 -1.450
C -1.748 1.351 -1.333 -0.1 0.1 0.0 -0.011
C -2.802 4.864 -2.234 0.0 0.0 0.0 -0.644
C 2.398 1.489 -0.497 -0.1 0.0 0.0 0.461
C 3.760 1.786 -0.435 0.1 -0.1 -0.1 -0.564
H 0.378 -2.984 -1.267 0.0 0.0 0.0 0.376
H -0.979 -1.149 4.305 0.0 0.0 0.0 0.360
H 1.866 -2.933 1.557 0.0 0.0 0.0 0.257
H 1.849 -0.402 1.887 0.0 0.0 0.0 0.476
H -0.967 -2.907 4.048 0.0 0.0 0.0 0.410
H -3.507 -3.824 -2.858 0.0 0.0 0.0 0.474
H -1.200 -2.376 1.584 0.0 0.0 0.0 0.430
H -1.050 0.181 2.489 0.0 0.0 0.0 0.264
H -2.148 -0.401 1.374 0.0 0.0 0.1 0.291
H -3.616 5.461 -2.623 0.0 0.0 0.0 0.452
H -3.903 3.004 -2.342 0.0 0.0 0.0 0.542
H 0.345 -2.122 4.919 0.0 0.0 0.0 0.456
H -1.185 -4.596 -2.294 0.0 0.0 0.0 0.503
H 4.978 -1.371 -0.770 0.0 0.0 0.0 0.504
H -4.110 -1.430 -2.503 0.0 0.0 0.0 0.555
H 2.208 -0.851 3.518 0.0 0.0 0.0 0.524
H 0.427 5.245 -1.185 0.0 0.0 0.0 0.547
H 0.909 0.282 3.246 0.0 0.0 0.0 0.444
H -1.500 6.554 -2.057 0.0 0.0 0.0 0.458
H 0.536 -3.929 2.193 0.0 0.0 0.0 0.437
H 1.837 -3.410 3.252 0.0 0.0 0.0 0.471
H 2.544 -1.831 -0.767 0.0 0.0 0.0 0.394
H 4.052 2.825 -0.375 0.0 0.0 0.0 0.559
H 5.746 0.998 -0.476 0.0 0.0 0.0 0.467
```
Positions in Å, forces in eV/Å.

=====

[4]
Density functional theory data (ωB97M-V/def2-TZVPD) for C6H4AsO6S6Tc as an isolated structure.

Calculated values
2S+1: 1
Frontier orbital gap in eV: 7.34
HOMO in eV: -16.975
F_max in eV/Å: 0.191
Net charge: +2

```
24
Properties=species:S:1:pos:R:3:forces:R:3:mulliken_charge:R:1
Tc -1.334 0.003 2.137 0.2 0.0 0.0 0.997
As -2.434 -2.889 3.973 0.0 0.1 0.0 0.703
S 1.051 -0.947 0.535 0.0 -0.1 -0.2 1.487
S -2.282 -0.705 4.047 -0.1 0.0 0.0 -0.076
S -1.385 -3.622 2.222 0.0 0.0 0.0 -0.019
S -3.144 -4.093 5.355 0.0 -0.1 0.1 0.035
S -1.686 0.940 -0.823 -0.2 0.1 0.0 1.395
S -1.623 -1.879 0.987 0.1 0.0 0.0 0.530
O -1.719 1.208 0.786 0.0 -0.1 0.0 -0.685
O 0.573 -0.215 1.778 -0.1 0.1 0.1 -0.671
O -2.054 -0.434 -1.001 0.1 0.0 0.0 -0.578
O -2.405 1.993 -1.422 0.1 0.0 0.0 -0.602
O -0.113 -2.005 0.245 0.0 0.0 -0.1 -0.221
O 2.260 -1.639 0.689 0.0 0.0 0.0 -0.550
C 0.047 1.098 -1.178 0.0 0.0 0.0 0.003
C 2.633 1.359 -2.230 0.0 0.0 0.0 -0.688
C 2.367 0.360 -1.296 0.0 0.0 0.0 -0.460
C 0.344 2.092 -2.086 0.0 0.0 0.0 -0.422
C 1.635 2.230 -2.606 0.0 0.0 0.0 -0.652
C 1.091 0.223 -0.766 0.0 0.0 0.0 0.468
H 3.629 1.446 -2.641 0.0 0.0 0.0 0.441
H 1.835 3.019 -3.319 0.0 0.0 0.0 0.443
H -0.448 2.753 -2.414 0.0 0.0 0.0 0.573
H 3.161 -0.298 -0.972 0.0 0.0 0.0 0.548
```
Positions in Å, forces in eV/Å.

=====

Look up the 2S+1 of the second one.
1